Record 1
Density functional theory data (ωB97M-V/def2-TZVPD) for 6 unconnected molecules or ions with the total composition H12O6 at a distorted geometry.

Summary:
Charge ... 0
HOMO level ... -10.9 eV
Relative energy (zero: lowest compared OMol25 entry of this formula, charge and spin) ... 125.9 kJ/mol
HOMO-LUMO gap ... 11.12 eV
E ... -458.62452 Ha

Geometry (Å):
1 O 1.195 1.223 -1.577
2 H 0.685 0.416 -1.675
3 H 0.946 1.466 -0.675
4 O -2.609 -1.905 -0.350
5 H -3.346 -2.083 0.231
6 H -2.051 -1.340 0.222
7 O -1.605 -0.820 -3.874
8 H -0.771 -0.375 -3.710
9 H -1.909 -1.191 -3.023
10 O -1.246 -0.009 1.012
11 H -0.947 -0.112 1.952
12 H -1.720 0.803 1.236
13 O 0.293 0.287 3.168
14 H 0.606 -0.084 3.999
15 H 1.061 0.607 2.678
16 O 3.644 1.108 0.447
17 H 4.580 0.972 0.347
18 H 3.194 1.036 -0.407

Here are the natural (NBO) charges for atoms 1 to 2, given in e:
1. O -0.942
2. H 0.472

=====

Record 2
Density functional theory data (ωB97M-V/def2-TZVPD) for a molecular structure, C21H22As2CoN4O7S.

Summary:
Charge ... -1
HOMO level ... -5.5 eV
Relative energy (zero: lowest compared OMol25 entry of this formula, charge and spin) ... 0.0 kJ/mol
HOMO-LUMO gap ... 7.68 eV
E ... -7811.77826 Ha

Geometry (Å):
1 Co -0.008 0.132 0.297
2 O -1.506 1.195 4.081
3 As -0.098 0.235 3.608
4 O 1.144 0.395 4.646
5 O 0.209 0.803 2.056
6 C -0.872 -1.530 3.840
7 C -1.053 -1.848 5.181
8 C -1.629 -3.055 5.551
9 C -2.019 -3.967 4.583
10 C -1.824 -3.673 3.242
11 C -1.257 -2.461 2.880
12 S -0.978 -2.162 1.159
13 O -1.396 -3.325 0.439
14 O 0.471 -1.829 1.055
15 O -1.687 -0.900 0.825
16 H -1.648 1.863 3.398
17 H -0.726 -1.148 5.940
18 H -1.766 -3.283 6.600
19 H -2.466 -4.910 4.868
20 H -2.099 -4.371 2.463
21 C -0.775 1.832 -0.136
22 C -1.076 2.177 -1.550
23 C -0.155 2.897 -2.312
24 C -0.438 3.284 -3.608
25 C -1.667 2.952 -4.171
26 C -2.591 2.215 -3.434
27 C -2.291 1.834 -2.140
28 C -1.977 3.377 -5.509
29 N -2.235 3.745 -6.568
30 H -1.694 1.779 0.453
31 H -0.153 2.618 0.293
32 H 0.795 3.178 -1.869
33 H 0.281 3.850 -4.186
34 H -3.527 1.926 -3.889
35 H -3.004 1.248 -1.574
36 N 1.405 -2.146 -1.597
37 C 0.371 -1.429 -2.154
38 O -0.109 -0.425 -1.539
39 C -0.059 -1.779 -3.449
40 C 0.546 -2.882 -4.097
41 N 1.095 -3.769 -4.593
42 C -1.110 -1.095 -4.104
43 N -1.957 -0.537 -4.655
44 H 1.344 -2.224 -0.589
45 H 1.613 -3.019 -2.059
46 C 3.262 -0.211 1.308
47 As 2.154 0.853 0.140
48 C 3.062 0.819 -1.566
49 C 2.474 2.644 0.785
50 H 4.299 0.115 1.230
51 H 3.177 -1.259 1.028
52 H 2.898 -0.080 2.328
53 H 4.101 1.125 -1.445
54 H 2.554 1.496 -2.252
55 H 3.006 -0.192 -1.966
56 H 3.545 2.803 0.914
57 H 1.964 2.746 1.741
58 H 2.083 3.371 0.076

Here are the natural (NBO) charges for atoms 1 to 2, given in e:
1. Co 0.959
2. O -1.030